The following is a DFT calculation (wB97M-V/def2-TZVPD) of a 2-piece molecular cluster, C7H7N overall.

The geometry in XYZ format:
```
15
C7H7N | OMol25 | wB97M-V/def2-TZVPD
N 3.0343 -1.0135 -0.3449
C 3.4354 0.2468 -0.3224
C 2.4936 1.3009 -0.0775
C 1.2705 1.0287 0.2945
C -6.9334 0.1702 -0.2624
C 1.8149 -1.2551 0.0891
C 0.8148 -0.3366 0.4944
C -5.8223 -0.2526 0.0108
H 0.5504 1.9098 0.4947
H 4.4062 0.2346 -0.7572
H 1.3767 -2.2894 0.2710
H -0.1159 -0.7006 1.2514
H -7.8757 0.7435 -0.3638
H -4.7448 -0.6279 0.2013
H 2.7224 2.4109 -0.0422
```

As for the energy above the lowest of the compared OMol25 structures with the same formula, charge and spin: 332.10 kJ/mol. As for the SMILES: c1ccncc1.C#C. As for the LUMO energy: 0.67 eV. The largest force on an atom is 6.557 eV Å⁻¹. For the total energy, the calculation gives -325.532201 hartree. For the orbital gap, the calculation gives 0.3771 Eh.